# 1
{"formula": "C48H98F6O34Sn2", "method": "the ωB97M-V functional and the def2-TZVPD basis", "elements": ["Sn", "Sn", "O", "C", "O", "O", "H", "O", "C", "O", "O", "H", "O", "C", "O", "O", "H", "O", "C", "O", "O", "H", "C", "O", "C", "C", "O", "C", "C", "O", "C", "H", "H", "H", "H", "H", "H", "H", "H", "H", "H", "H", "H", "H", "H", "C", "O", "C", "C", "O", "C", "C", "O", "C", "H", "H", "H", "H", "H", "H", "H", "H", "H", "H", "H", "H", "H", "H", "C", "O", "C", "C", "O", "C", "C", "O", "C", "H", "H", "H", "H", "H", "H", "H", "H", "H", "H", "H", "H", "H", "H", "C", "O", "C", "C", "O", "C", "C", "O", "C", "H", "H", "H", "H", "H", "H", "H", "H", "H", "H", "H", "H", "H", "H", "C", "O", "C", "C", "O", "C", "C", "O", "C", "H", "H", "H", "H", "H", "H", "H", "H", "H", "H", "H", "H", "H", "H", "C", "O", "C", "C", "O", "C", "C", "O", "C", "H", "H", "H", "H", "H", "H", "H", "H", "H", "H", "H", "H", "H", "H", "C", "C", "O", "C", "O", "C", "F", "F", "F", "H", "H", "H", "H", "H", "C", "C", "O", "C", "O", "C", "F", "F", "F", "H", "H", "H", "H", "H"], "xyz": [[-1.0832, -3.3241, 1.1959], [0.2838, -2.3156, -3.5386], [1.5689, 1.0560, 0.0621], [0.8391, -0.0822, 0.0329], [0.5508, -0.6412, -1.0373], [0.4685, -0.5408, 1.1239], [1.3206, 1.1476, 0.9849], [4.9514, -2.6231, -4.9947], [3.7065, -2.6289, -4.5439], [3.5453, -2.5161, -3.3331], [2.8174, -2.7890, -5.3616], [5.3104, -2.6156, -4.1044], [0.9511, -6.7249, -1.4455], [0.6734, -5.4922, -2.0064], [0.5523, -5.4042, -3.2449], [0.6273, -4.4560, -1.2088], [1.0986, -7.2561, -2.2314], [-4.5454, -2.1936, -2.1182], [-3.5212, -2.6154, -1.4711], [-3.7416, -3.2089, -0.4080], [-2.4028, -2.4718, -1.8869], [-5.2019, -2.3127, -1.4279], [-2.6621, 0.6152, -3.5153], [-2.0948, 0.7942, -4.8136], [-3.0625, 1.1154, -5.8606], [-3.8700, -0.1137, -6.3119], [-5.1444, -0.1271, -5.5805], [-5.5255, -1.4127, -5.1700], [-6.7421, -1.2095, -4.2344], [-7.9770, -1.2489, -4.8972], [-9.1501, -1.0137, -4.0810], [-3.3225, -0.2484, -3.4364], [-3.2168, 1.5198, -3.2662], [-1.8952, 0.3642, -2.7825], [-2.5544, 1.6175, -6.6839], [-3.6999, 1.8789, -5.4147], [-3.2230, -0.9801, -6.1750], [-4.1054, 0.0447, -7.3644], [-4.6353, -1.9370, -4.8226], [-5.7572, -1.9347, -6.0984], [-6.4902, -0.4012, -3.5478], [-6.6989, -2.1446, -3.6759], [-9.1232, -1.6549, -3.2000], [-10.0042, -1.1084, -4.7516], [-9.1990, -0.0098, -3.6593], [8.1623, -0.6426, -3.5918], [7.2153, 0.2553, -3.0729], [6.2461, -0.4696, -2.1458], [5.2456, 0.5449, -1.6663], [5.9493, 1.3548, -0.8115], [5.3636, 2.5477, -0.3201], [5.6303, 2.8234, 1.1670], [5.2656, 4.1040, 1.6608], [3.9412, 4.3854, 1.6886], [8.5770, -1.2078, -2.7571], [8.9129, -0.1395, -4.2014], [7.7315, -1.3725, -4.2772], [6.7165, -0.9984, -1.3168], [5.5852, -1.2114, -2.5942], [4.3932, 0.1686, -1.1006], [4.8254, 1.1426, -2.4752], [4.3167, 2.5814, -0.6214], [5.9301, 3.3391, -0.8108], [6.6104, 2.4853, 1.5035], [5.0860, 2.0905, 1.7627], [3.3522, 4.2240, 0.7858], [3.9933, 5.4354, 1.9764], [3.4529, 3.8773, 2.5202], [-2.6277, -5.0287, -4.6593], [-1.6888, -4.0525, -5.1691], [-1.9076, -3.7280, -6.5339], [-0.7291, -2.9795, -7.1120], [-0.3736, -1.7666, -6.4656], [0.6414, -0.8482, -7.0649], [0.6405, 0.5117, -6.2911], [0.9492, 0.2452, -4.9396], [1.2741, 1.4037, -4.1388], [-3.6789, -4.7622, -4.7683], [-2.3505, -5.3131, -3.6442], [-2.4744, -6.0036, -5.1220], [-2.8116, -3.1205, -6.5783], [-2.0800, -4.6658, -7.0619], [-0.9078, -2.6010, -8.1184], [0.0504, -3.7413, -7.1292], [0.3142, -0.6454, -8.0847], [1.5789, -1.3502, -7.3043], [-0.2787, 1.0311, -6.5620], [1.5292, 0.9859, -6.7075], [1.9221, 2.0990, -4.6723], [1.7530, 1.1695, -3.1880], [0.4602, 1.9805, -3.6995], [0.0399, 3.5313, -0.8411], [-0.4664, 4.8400, -0.8995], [-1.1930, 5.1588, 0.2928], [-1.0517, 6.6499, 0.5764], [-2.0612, 6.9959, 1.6228], [-2.1924, 8.4401, 1.8012], [-3.4183, 8.9949, 0.9847], [-4.5973, 8.2171, 1.1673], [-5.3853, 8.5252, 2.3209], [0.5771, 3.2341, -1.7418], [-0.7545, 2.8339, -0.5752], [0.8045, 3.4667, -0.0668], [-0.7525, 4.7288, 1.1924], [-2.2351, 4.8413, 0.2562], [-1.1442, 7.1083, -0.4082], [-0.0574, 6.9349, 0.9202], [-1.2011, 8.8264, 1.5642], [-2.2641, 8.6942, 2.8587], [-3.1133, 8.7715, -0.0376], [-3.7024, 10.0173, 1.2339], [-4.7604, 8.8202, 3.1639], [-6.0551, 7.6910, 2.5296], [-6.0183, 9.3823, 2.0913], [-4.3040, -5.1698, 3.5587], [-2.9000, -5.0725, 3.5082], [-2.2941, -6.3648, 3.8038], [-0.9720, -6.1062, 4.4348], [-0.0196, -5.4697, 3.4410], [1.3928, -5.5247, 3.8031], [2.2546, -5.4169, 2.5026], [1.9873, -4.0521, 1.9954], [2.9943, -3.6103, 1.0995], [-5.0305, -4.4155, 3.2566], [-4.5592, -5.5643, 4.5423], [-4.5909, -5.9943, 2.9061], [-2.2439, -6.7885, 2.8008], [-2.9064, -7.1001, 4.3259], [-0.5679, -6.9788, 4.9480], [-1.1493, -5.4099, 5.2544], [1.6838, -6.4293, 4.3372], [1.5347, -4.8279, 4.6291], [1.7831, -6.1265, 1.8227], [3.3152, -5.6190, 2.6527], [2.5415, -2.7952, 0.5349], [3.4365, -4.3647, 0.4488], [3.8340, -3.1919, 1.6545], [-3.1947, 0.5162, 0.0518], [-2.8207, -0.4997, 0.9916], [-3.5445, -0.3224, 2.2647], [-3.5697, -1.4937, 3.2703], [-2.3367, -2.0483, 3.7266], [-1.8033, -1.3814, 4.7987], [-0.5994, -2.1690, 5.1830], [0.3897, -2.2480, 4.1363], [1.1623, -1.1087, 4.1185], [-2.6933, 1.4465, 0.3184], [-4.2596, 0.6464, -0.1412], [-2.5861, 0.2101, -0.7991], [-4.5880, -0.2192, 1.9673], [-3.2149, 0.5649, 2.8052], [-3.9262, -2.3285, 2.6670], [-4.2841, -1.3391, 4.0789], [-2.5781, -1.4423, 5.5630], [-1.6247, -0.3295, 4.5758], [-0.9787, -3.1675, 5.4000], [-0.1601, -1.8301, 6.1212], [1.7925, -1.3803, 3.2716], [1.7987, -1.1004, 5.0034], [0.6856, -0.1617, 3.8655], [-0.0338, 6.9803, 5.8559], [-0.5398, 5.7234, 5.0618], [-0.2486, 4.5925, 5.8146], [-0.3508, 3.3680, 5.3746], [-0.7353, 3.0461, 4.2509], [0.1763, 2.2780, 6.3903], [1.0951, 1.4750, 5.8697], [0.6850, 2.9560, 7.4553], [-0.9234, 1.4907, 6.7724], [1.0513, 6.9669, 5.9578], [-0.5538, 6.9619, 6.8136], [-0.4603, 7.8804, 5.4131], [-0.1019, 5.5503, 4.0787], [-1.6006, 5.7320, 4.8116], [4.6757, -1.1828, 5.2910], [5.9793, -0.3592, 5.4722], [6.5024, -0.3963, 4.1037], [7.4704, 0.4661, 3.7003], [7.9308, 1.3211, 4.4242], [8.0120, 0.0084, 2.2898], [7.1042, -0.7393, 1.6521], [8.3018, 1.0333, 1.4845], [9.1621, -0.6421, 2.4529], [4.9141, -2.0849, 4.7276], [3.9467, -0.5128, 4.8352], [4.3918, -1.6203, 6.2481], [6.7044, -0.6545, 6.2306], [5.8397, 0.7015, 5.6808]], "forces_ev_per_a": [[0.43, 1.06, -0.88], [1.08, -0.76, 0.07], [-0.42, -0.16, 0.15], [-0.99, -2.56, -2.34], [0.34, 0.20, -1.72], [-0.41, -0.45, 2.29], [0.92, 1.52, 1.09], [1.59, -0.02, 0.00], [-1.72, -0.38, -0.65], [-0.39, 0.56, 2.92], [-2.72, 0.01, -1.96], [1.62, 0.09, 0.07], [-0.28, 1.12, -0.15], [0.16, 2.61, 0.55], [-0.10, -0.11, 0.60], [-0.58, -1.63, -0.45], [0.01, -0.47, -0.16], [-2.84, 1.59, -1.73], [2.29, -1.66, 1.87], [-0.83, -1.33, 3.34], [3.90, 1.15, -2.43], [-1.03, -0.01, -0.22], [-0.30, -0.21, -0.59], [-0.09, -0.14, -0.71], [0.24, -0.39, 1.73], [-0.94, 1.82, 0.51], [2.22, 0.71, -0.57], [-0.79, 0.89, -1.27], [1.43, -2.70, 0.14], [-0.83, 1.27, -0.19], [1.34, 0.26, -0.36], [-0.34, -0.03, -0.38], [-0.03, 0.08, 0.43], [0.46, 0.53, -0.25], [0.41, -0.40, 0.02], [-0.56, -0.03, -0.22], [-0.33, -0.28, 0.17], [-0.04, -0.39, -0.21], [-0.31, -0.12, 1.16], [-0.82, -0.58, 0.04], [-0.55, 0.48, -0.21], [-0.10, -0.10, 0.86], [-0.40, -0.56, -0.18], [0.06, -0.47, 0.31], [0.34, 0.40, -0.22], [-0.28, -0.59, 0.02], [-1.90, -1.34, 1.48], [-0.30, 0.87, -1.47], [-0.20, 0.46, 0.23], [1.43, 1.37, 2.41], [1.03, 0.63, -0.76], [-1.15, -1.91, 1.09], [2.99, -1.19, -1.37], [-1.19, 1.10, 1.04], [0.63, -0.05, -0.08], [0.08, 0.38, 0.50], [-0.43, -0.19, -0.08], [0.60, 0.46, 0.05], [0.51, -0.27, -1.01], [-0.19, -0.92, -0.28], [0.08, -0.14, -0.57], [-0.19, 0.17, 0.31], [-0.41, 0.49, -0.43], [0.54, 1.20, -0.68], [-0.92, -0.35, 0.07], [0.21, 0.04, -0.28], [-0.90, 0.26, -0.29], [-0.33, -0.42, 0.14], [1.08, -0.52, -0.05], [-0.18, -0.28, 0.69], [-0.74, 0.75, 0.83], [0.86, 0.27, -0.98], [0.80, 0.75, 1.80], [-1.68, -0.75, -0.30], [1.39, -2.36, -0.95], [-0.55, 0.64, 1.41], [0.11, 0.29, 0.40], [0.08, 0.43, 0.11], [-0.12, 0.95, 0.25], [0.01, 0.04, -0.85], [-0.31, 0.05, -0.21], [0.17, 0.09, -0.50], [-0.48, -0.96, -0.56], [0.76, 0.40, 0.00], [-0.61, 0.40, -0.21], [0.36, -0.09, 1.34], [-0.03, 0.20, 0.82], [-0.14, 0.66, -0.27], [0.06, -0.13, -0.26], [0.55, -1.07, -0.39], [-0.97, -0.13, -0.96], [0.51, -0.21, 0.63], [-0.48, 0.56, 0.48], [0.94, 0.43, 0.65], [-1.36, 0.03, 0.27], [0.94, 0.78, -1.32], [-0.14, -0.85, 0.08], [0.49, -1.57, 0.58], [0.02, -0.45, 0.42], [0.39, 0.54, -0.87], [-0.53, 0.27, -0.28], [-0.01, -0.33, -0.27], [0.01, -0.03, 0.32], [0.16, -0.88, -0.12], [-0.12, 0.14, -0.25], [-0.73, 0.77, 0.13], [0.10, -0.26, 0.28], [-0.26, 0.75, -0.67], [-0.44, -0.54, 0.29], [-0.40, 0.76, -0.28], [0.71, 0.37, -0.37], [-0.02, -0.38, 0.27], [0.39, -0.10, 0.12], [-0.15, 0.24, -0.01], [-0.85, -2.49, 0.15], [0.10, 0.68, 0.50], [-0.17, 0.77, -2.15], [1.43, 1.15, -0.44], [-0.71, -1.51, 1.14], [-0.11, -0.24, 0.12], [-2.47, 1.97, 0.99], [0.44, -1.86, 0.28], [0.20, 0.85, -0.02], [1.20, 1.03, 0.11], [-0.36, 0.43, 0.35], [-0.15, -0.30, -0.37], [0.70, -0.51, -0.05], [-0.26, 0.60, 0.73], [0.37, -0.32, -0.65], [0.10, 0.40, -0.04], [-0.46, -0.88, -0.47], [0.42, 0.98, -0.64], [0.39, -0.12, -0.31], [-0.04, 0.19, 0.10], [0.18, -0.19, -0.31], [-0.60, -0.23, -0.19], [0.12, 0.12, 0.31], [2.17, -0.49, -0.02], [-1.19, -0.33, 2.31], [0.33, 0.06, -0.28], [0.54, -1.49, -2.38], [-0.91, 0.05, -2.12], [0.04, 0.68, 0.71], [0.60, -0.67, 0.15], [-2.78, -0.88, 1.38], [2.04, -0.27, -1.38], [-0.49, 0.43, 0.44], [0.00, -0.28, 0.09], [-0.73, -0.09, -0.51], [-0.26, 0.28, 0.29], [0.18, 0.42, -0.39], [-0.57, -0.14, 0.03], [0.13, 0.38, 0.15], [0.22, 0.26, 0.76], [0.27, 0.18, -0.02], [0.25, -0.28, -0.33], [0.23, 0.37, 0.00], [0.53, 0.81, -0.07], [-0.14, 0.52, 0.29], [-0.35, -0.08, 0.32], [-1.45, -1.32, -0.65], [-0.09, 1.40, -1.32], [0.66, -1.49, 2.45], [-0.38, -0.92, -3.06], [0.60, 0.36, 2.23], [-1.49, 1.03, 0.55], [-0.41, 0.43, 0.33], [-0.43, -1.50, -0.57], [1.94, 1.18, -0.27], [-0.22, 0.24, 0.01], [0.45, -0.25, 0.31], [0.57, 0.03, -0.46], [0.47, 0.51, -0.08], [-0.24, 0.28, 0.46], [1.50, 0.23, 1.19], [-0.55, 0.65, -1.21], [1.23, 0.21, -0.67], [-0.26, -0.48, 2.18], [-0.25, -0.71, -1.61], [-0.39, 0.94, -0.30], [0.51, -0.16, 0.35], [-0.17, 0.26, 0.36], [-0.21, -0.63, 0.28], [-0.12, 0.36, -0.58], [-0.16, -0.60, 0.04], [-0.55, 0.57, 0.20], [0.13, -0.71, -0.41], [-0.54, -0.02, 0.14]], "relative_energy_kcal_mol": 0.0, "lumo_ha": -0.0511, "e_tot_ha": -5473.16526}

---

# 2
{"formula": "C32H40GeIrN7S2", "method": "the ωB97M-V functional and the def2-TZVPD basis", "elements": ["Ir", "C", "C", "N", "N", "C", "N", "S", "C", "C", "C", "C", "C", "N", "H", "H", "H", "H", "H", "H", "H", "H", "H", "H", "N", "N", "C", "N", "S", "H", "H", "H", "H", "H", "C", "C", "C", "C", "C", "C", "Ge", "C", "C", "C", "C", "C", "C", "C", "C", "C", "C", "C", "C", "H", "H", "H", "H", "H", "H", "H", "H", "H", "H", "H", "H", "H", "H", "H", "C", "C", "C", "C", "C", "H", "H", "H", "H", "H", "H", "H", "H", "H", "H"], "xyz": [[1.8159, -0.2289, 0.9404], [0.5837, -4.2825, 1.1914], [0.6645, -2.7961, 1.2761], [1.3178, -2.0774, 0.4288], [1.9589, -2.6607, -0.6375], [2.8354, -1.9132, -1.3568], [3.3600, -2.4668, -2.4397], [3.2541, -0.3384, -0.8933], [0.0171, -2.0034, 2.3242], [-0.9533, -2.5257, 3.1585], [-1.6217, -1.6842, 4.0347], [-1.3108, -0.3398, 4.0251], [-0.3269, 0.1178, 3.1651], [0.3559, -0.6893, 2.3506], [1.5725, -4.7053, 0.9985], [-0.0972, -4.6055, 0.3977], [0.2311, -4.7079, 2.1255], [1.7462, -3.6210, -0.8628], [3.1132, -3.3878, -2.7640], [4.0218, -1.9400, -2.9877], [-1.2133, -3.5725, 3.1018], [-2.3875, -2.0740, 4.6911], [-1.8224, 0.3650, 4.6653], [-0.1010, 1.1728, 3.1208], [2.4143, 1.6009, 1.7892], [3.4660, 1.4664, 2.7403], [4.0452, 0.2889, 3.0889], [4.9958, 0.3815, 4.0163], [3.6410, -1.2070, 2.4238], [2.7026, 2.2878, 1.0817], [1.6156, 2.0035, 2.2784], [3.7714, 2.3348, 3.1544], [5.2789, 1.2512, 4.4385], [5.4622, -0.4593, 4.3147], [-3.2767, 3.2966, 1.5944], [-3.4591, 2.4812, 0.4876], [-2.3655, 1.8869, -0.1317], [-1.0689, 2.0845, 0.3443], [-0.9077, 2.9447, 1.4330], [-1.9912, 3.5423, 2.0613], [0.4416, 1.2167, -0.5544], [-0.1387, 0.3128, -2.1945], [-1.0013, -0.8042, -2.2521], [-1.2771, -1.3567, -3.5018], [-0.7429, -0.8386, -4.6729], [0.0945, 0.2602, -4.6193], [0.3918, 0.8177, -3.3854], [1.5672, 2.7499, -1.0914], [2.9545, 2.9103, -1.0205], [3.5806, 4.0714, -1.4632], [2.8270, 5.1016, -2.0012], [1.4476, 4.9678, -2.0862], [0.8308, 3.8132, -1.6285], [-4.1269, 3.7652, 2.0721], [-4.4550, 2.3168, 0.0957], [-2.5259, 1.2768, -1.0130], [0.0877, 3.2265, 1.7772], [-1.8357, 4.2176, 2.8932], [-0.9129, -2.1121, -0.5613], [-1.9321, -2.2093, -3.5810], [-0.9942, -1.2918, -5.6233], [0.5080, 0.6847, -5.5248], [1.0571, 1.6722, -3.3547], [3.6028, 2.1174, -0.6546], [4.6575, 4.1615, -1.4014], [3.3098, 6.0032, -2.3535], [0.8503, 5.7663, -2.5066], [-0.2500, 3.7404, -1.6903], [-3.4668, -2.0921, 0.4663], [-3.0115, -2.0450, -0.9966], [-4.0384, -1.2204, -1.7765], [-2.9740, -3.4919, -1.5010], [-1.6093, -1.3830, -0.9844], [-4.4219, -2.6112, 0.5620], [-3.5859, -1.0837, 0.8732], [-2.7353, -2.6260, 1.0792], [-5.0339, -1.6496, -1.6488], [-3.8298, -1.1797, -2.8441], [-4.0728, -0.1945, -1.4026], [-3.9499, -3.9621, -1.3677], [-2.2475, -4.0786, -0.9272], [-2.7157, -3.5847, -2.5532], [-1.6613, -0.5750, -0.2496]], "forces_ev_per_a": [[0.25, 0.12, 0.28], [-0.08, 0.01, -0.07], [-0.03, -0.21, 0.02], [0.40, -0.16, -0.13], [0.02, 0.25, -0.01], [-0.15, -0.08, 0.01], [0.08, -0.03, 0.01], [0.09, -0.06, -0.23], [-0.06, -0.03, -0.01], [0.00, -0.01, 0.04], [-0.03, -0.07, 0.00], [0.00, 0.09, 0.04], [0.18, -0.06, 0.07], [-0.48, 0.26, -0.05], [-0.01, 0.00, 0.01], [-0.01, 0.02, 0.00], [0.00, -0.02, -0.01], [-0.07, 0.01, -0.07], [-0.01, 0.00, -0.01], [-0.01, 0.00, -0.01], [0.02, 0.01, 0.03], [0.00, 0.01, -0.01], [-0.01, 0.00, -0.02], [0.03, -0.01, 0.00], [0.31, -0.23, 0.33], [-0.06, 0.04, -0.08], [-0.02, 0.23, 0.00], [0.00, -0.04, -0.01], [-0.27, 0.27, -0.02], [-0.05, -0.08, -0.03], [0.00, 0.03, -0.03], [0.08, -0.03, 0.05], [0.01, 0.00, -0.01], [0.02, 0.01, 0.00], [0.02, 0.01, 0.00], [0.00, 0.00, -0.01], [0.01, 0.00, 0.08], [-0.20, -0.04, 0.03], [0.11, 0.07, 0.00], [-0.04, -0.02, -0.04], [-0.02, -0.38, -0.06], [-0.08, -0.16, -0.15], [-0.01, 0.10, -0.01], [0.06, -0.04, 0.00], [0.00, -0.01, 0.01], [-0.01, -0.02, 0.00], [0.11, 0.02, 0.06], [-0.07, 0.24, 0.02], [-0.01, -0.07, -0.01], [-0.01, 0.01, 0.01], [-0.02, 0.01, 0.00], [0.02, 0.00, 0.01], [0.01, 0.04, 0.06], [0.00, -0.01, 0.00], [0.00, 0.00, 0.00], [0.00, 0.03, 0.01], [-0.01, -0.02, -0.04], [0.01, 0.00, -0.01], [-0.04, -0.11, -0.05], [-0.02, 0.01, 0.01], [0.00, 0.00, 0.01], [0.00, 0.00, 0.02], [-0.01, 0.01, 0.00], [-0.03, 0.01, -0.03], [0.00, -0.01, 0.01], [0.00, -0.01, 0.00], [0.00, 0.00, 0.00], [0.01, 0.01, -0.02], [-0.01, 0.02, 0.03], [-0.03, 0.03, 0.02], [0.01, -0.01, -0.02], [0.02, 0.00, 0.00], [-0.05, 0.12, -0.08], [0.01, 0.01, -0.01], [0.02, -0.02, 0.01], [0.00, -0.02, 0.03], [0.01, 0.00, 0.00], [0.02, 0.00, 0.00], [-0.03, -0.02, -0.01], [0.01, 0.01, 0.00], [-0.02, 0.00, 0.00], [-0.01, -0.01, 0.00], [0.08, -0.01, 0.06]], "relative_energy_kcal_mol": 0.0, "lumo_ha": -0.2350, "charge": 2, "e_tot_ha": -4603.90365}